Record 1
{
  "formula": "C25H49Br3O12S6",
  "method": "the ωB97M-V functional and the def2-TZVPD basis",
  "symbols": ["C", "Br", "Br", "Br", "H", "C", "C", "C", "S", "O", "O", "C", "H", "H", "H", "H", "H", "H", "H", "H", "C", "C", "C", "S", "O", "O", "C", "H", "H", "H", "H", "H", "H", "H", "H", "C", "C", "C", "S", "O", "O", "C", "H", "H", "H", "H", "H", "H", "H", "H", "C", "C", "C", "S", "O", "O", "C", "H", "H", "H", "H", "H", "H", "H", "H", "C", "C", "C", "S", "O", "O", "C", "H", "H", "H", "H", "H", "H", "H", "H", "C", "C", "C", "S", "O", "O", "C", "H", "H", "H", "H", "H", "H", "H", "H"],
  "coordinates": [[-0.11, 0.74, 1.76], [0.64, 2.44, 2.56], [-1.35, 1.01, 0.26], [-0.63, -0.68, 3.09], [0.74, 0.22, 1.32], [1.86, 4.89, -4.67], [3.38, 4.95, -4.45], [3.81, 3.51, -4.08], [2.30, 2.63, -3.33], [2.53, 2.32, -1.93], [1.93, 1.56, -4.29], [1.20, 4.06, -3.60], [1.57, 4.45, -5.62], [1.50, 5.92, -4.74], [3.69, 5.65, -3.67], [3.83, 5.34, -5.36], [4.59, 3.44, -3.32], [4.00, 2.85, -4.93], [1.29, 4.58, -2.64], [0.22, 3.59, -3.63], [5.29, 5.34, 2.14], [4.91, 5.93, 0.75], [5.69, 7.24, 0.53], [5.51, 8.13, 2.11], [4.34, 9.00, 2.04], [6.82, 8.72, 2.42], [5.14, 6.60, 3.12], [6.33, 5.03, 2.11], [4.59, 4.54, 2.36], [3.85, 6.16, 0.64], [5.13, 5.26, -0.09], [5.59, 7.89, -0.34], [6.77, 7.08, 0.61], [4.16, 6.62, 3.60], [5.83, 6.59, 3.97], [-2.53, -2.29, -3.50], [-2.88, -3.49, -2.61], [-4.14, -3.25, -1.80], [-5.27, -2.16, -2.72], [-5.69, -1.04, -1.89], [-6.23, -2.86, -3.53], [-3.86, -1.68, -3.95], [-1.96, -2.50, -4.40], [-2.00, -1.56, -2.90], [-2.12, -3.80, -1.89], [-3.01, -4.37, -3.24], [-3.95, -2.68, -0.89], [-4.69, -4.13, -1.47], [-3.82, -0.60, -4.10], [-4.00, -2.07, -4.96], [-4.92, 2.70, 3.13], [-4.89, 2.82, 4.69], [-4.96, 4.35, 4.95], [-6.40, 4.89, 3.92], [-5.93, 6.11, 3.25], [-7.71, 4.82, 4.56], [-6.16, 3.47, 2.69], [-4.87, 1.70, 2.72], [-3.97, 3.16, 2.84], [-4.00, 2.30, 5.03], [-5.78, 2.37, 5.12], [-4.06, 4.85, 4.59], [-5.03, 4.64, 6.00], [-6.12, 3.84, 1.67], [-7.08, 2.87, 2.70], [-1.29, -6.67, 1.79], [-1.19, -8.20, 1.77], [-2.24, -8.72, 2.69], [-2.26, -7.64, 4.18], [-1.48, -8.17, 5.20], [-3.60, -7.22, 4.43], [-1.34, -6.28, 3.26], [-2.27, -6.44, 1.37], [-0.51, -6.09, 1.29], [-0.22, -8.62, 2.06], [-1.40, -8.56, 0.77], [-2.09, -9.78, 2.90], [-3.25, -8.57, 2.29], [-0.36, -6.25, 3.73], [-1.65, -5.27, 3.54], [3.41, -5.61, -2.40], [2.27, -4.75, -3.06], [2.79, -3.37, -2.66], [3.38, -3.54, -0.94], [2.33, -3.13, -0.01], [4.71, -2.95, -0.85], [3.44, -5.35, -0.91], [4.34, -5.39, -2.92], [3.24, -6.66, -2.64], [1.33, -4.99, -2.56], [2.23, -4.88, -4.14], [2.26, -2.42, -2.75], [3.65, -3.16, -3.29], [2.50, -5.62, -0.44], [4.36, -5.70, -0.43]],
  "e_homo_ev": -10.1,
  "smiles": "O=S1(=O)CCCC1.O=S1(=O)CCCC1.O=S1(=O)CCCC1.O=S1(=O)CCCC1.O=S1(=O)CCCC1.O=S1(=O)CCCC1.BrC(Br)Br"
}

Record 2
{
  "formula": "C25H49Cl3N5O3SiV",
  "method": "the ωB97M-V functional and the def2-TZVPD basis",
  "symbols": ["C", "C", "H", "H", "H", "C", "C", "H", "H", "H", "H", "V", "Cl", "Cl", "C", "O", "N", "C", "C", "H", "H", "H", "H", "H", "H", "H", "H", "H", "C", "C", "N", "H", "C", "O", "H", "H", "H", "H", "O", "C", "C", "C", "H", "C", "H", "C", "H", "C", "C", "H", "H", "H", "Si", "Cl", "C", "C", "C", "H", "H", "H", "H", "H", "H", "H", "H", "H", "C", "N", "C", "C", "N", "N", "C", "C", "H", "H", "H", "H", "H", "H", "H", "H", "H", "H", "H", "H", "H"],
  "coordinates": [[1.83, -1.63, -5.11], [1.15, -0.53, -4.37], [1.13, -2.20, -5.79], [2.31, -2.28, -4.37], [2.62, -1.19, -5.75], [0.23, 0.22, -5.02], [0.10, 0.22, -6.50], [-0.44, 0.90, -4.46], [-0.43, -0.65, -6.95], [1.08, 0.37, -6.99], [-0.44, 1.13, -6.78], [-0.53, -1.39, 2.44], [1.18, -1.83, 0.97], [-1.23, -3.42, 2.16], [1.52, 1.98, 1.81], [1.11, 0.95, 2.38], [0.82, 3.18, 1.65], [-0.63, 3.38, 1.57], [1.65, 4.38, 1.71], [2.56, 2.00, 1.40], [-1.18, 2.49, 1.87], [-0.94, 3.70, 0.57], [-0.91, 4.21, 2.23], [2.70, 4.06, 1.87], [1.30, 5.03, 2.53], [1.57, 4.93, 0.75], [-2.67, -1.74, -2.82], [-2.72, 0.50, -4.09], [-3.22, -1.30, -2.00], [-3.41, 0.81, -3.28], [-3.02, 0.14, -2.04], [-2.83, -1.67, -1.04], [-3.35, 0.87, -0.89], [-4.08, 0.45, 0.02], [-3.32, 1.90, -3.15], [-2.88, 1.90, -0.89], [-4.29, -1.52, -2.11], [-4.45, 0.54, -3.56], [0.64, -1.64, -2.51], [1.33, -0.49, -2.86], [-0.21, 1.48, -2.13], [1.09, 0.94, -2.20], [-1.03, 0.78, -2.23], [-0.47, 2.86, -2.02], [2.40, -0.72, -2.67], [2.14, 1.82, -1.87], [-1.49, 3.28, -2.11], [0.59, 3.71, -1.72], [1.89, 3.18, -1.60], [3.20, 1.47, -1.86], [0.44, 4.79, -1.57], [2.72, 3.86, -1.32], [0.64, -3.65, -1.46], [-1.53, -0.04, 1.26], [-1.09, -4.48, -1.76], [1.13, -4.85, 0.05], [2.12, -3.95, -2.62], [-1.78, -3.66, -2.02], [-1.45, -4.95, -0.82], [-1.17, -5.29, -2.52], [1.81, -3.90, -3.68], [2.80, -4.82, -2.45], [2.70, -3.03, -2.46], [2.07, -4.48, 0.48], [1.22, -5.94, -0.13], [0.30, -4.68, 0.76], [2.51, -0.32, 5.15], [1.16, 0.14, 5.48], [1.00, 0.98, 6.66], [0.11, -0.39, 4.85], [0.31, -1.49, 4.04], [-1.13, 0.14, 4.85], [-1.32, 1.58, 4.96], [-2.25, -0.64, 4.31], [3.20, 0.33, 5.68], [2.73, -0.26, 4.07], [2.61, -1.36, 5.50], [1.00, 2.04, 6.40], [0.04, 0.74, 7.14], [1.85, 0.79, 7.34], [1.04, -2.18, 4.26], [-2.23, 1.89, 4.43], [-1.38, 1.85, 6.03], [-0.48, 2.13, 4.49], [-2.31, -0.58, 3.19], [-2.18, -1.71, 4.57], [-3.16, -0.20, 4.72]],
  "spin_multiplicity": 3,
  "s2": 2.012,
  "e_homo_ev": [-7.4, -7.4]
}

no.,maximum force (hartree/bohr),electronic energy (eV)
1,0.07993,-326422.951
2,0.09702,-111444.517